No. 1
ORCA calculation (ωB97M-V/def2-TZVPD) on a cluster of 2 separate species, CH3OS in total.

Geometry as XYZ:
```
6
Properties=species:S:1:pos:R:3:lowdin_charge:R:1
S 0.34 -0.09 2.39 -0.35
H 0.69 1.00 1.63 -0.47
O -0.97 -0.22 -1.94 -0.07
C -0.25 -0.23 -0.97 -0.20
H 0.12 0.73 -0.60 0.04
H 0.07 -1.18 -0.51 0.04
```

Properties
DFT total energy in Ha: -513.3361
Molecular weight in g mol⁻¹: 63.101
Kohn-Sham gap in Ha: 0.25366
ΔE to the lowest compared entry with this formula, charge and spin in kcal per mole: 1.16
Max |F| in eV/Å: 0.883
Total charge: -1

No. 2
ORCA calculation (ωB97M-V/def2-TZVPD) on the molecule C2H6B2 in a non-equilibrium geometry.

Geometry as XYZ:
```
10
Properties=species:S:1:pos:R:3:lowdin_charge:R:1
B -0.86 0.62 -1.75 -0.06
C -0.12 0.58 -0.38 -0.05
C -0.26 -0.70 0.71 0.02
B 0.93 -0.48 1.63 -0.07
H -1.13 -0.45 -2.18 0.01
H -0.96 1.70 -2.40 0.03
H 0.68 1.23 -0.08 0.02
H -1.00 -1.39 0.65 0.02
H 1.48 -1.56 1.52 0.04
H 1.25 0.45 2.28 0.03
```

Properties
DFT total energy in Ha: -129.3281
SMILES: B/C=C/B
Molecular weight in g mol⁻¹: 51.694
Kohn-Sham gap in Ha: 0.29651
ΔE to the lowest compared entry with this formula, charge and spin in kcal per mole: 39.80
Max |F| in eV/Å: 9.662

No. 3
ORCA calculation (ωB97M-V/def2-TZVPD) on the molecule C4H7NO2.

Geometry as XYZ:
```
14
Properties=species:S:1:pos:R:3:lowdin_charge:R:1
C 0.47 1.31 0.83 -0.01
C 0.04 0.37 -0.25 -0.30
N 0.44 0.42 -1.46 0.04
O 1.34 1.46 -1.64 -0.06
C -1.00 -0.68 0.04 -0.25
C -0.65 -2.07 0.34 -0.10
O -1.02 -1.17 1.37 -0.04
H 0.21 2.34 0.56 0.09
H 0.00 1.04 1.78 0.08
H 1.56 1.28 0.94 0.09
H 1.57 1.40 -2.58 0.09
H -1.99 -0.48 -0.37 0.15
H -1.37 -2.86 0.13 0.11
H 0.40 -2.37 0.32 0.12
```

Properties
DFT total energy in Ha: -361.7490
SMILES: C/C(=N\O)[C@H]1CO1
Molecular weight in g mol⁻¹: 101.105
Kohn-Sham gap in Ha: 0.39058
ΔE to the lowest compared entry with this formula, charge and spin in kcal per mole: 82.77
Max |F| in eV/Å: 0.657

No. 4
ORCA calculation (ωB97M-V/def2-TZVPD) on a structure of composition C8H4BiF8NO4S.

Geometry as XYZ:
```
27
Properties=species:S:1:pos:R:3:lowdin_charge:R:1
Bi 1.05 1.68 1.63 1.82
O 3.82 -0.27 2.91 -0.29
S 2.42 -0.23 3.21 0.34
O 1.87 -1.17 4.12 -0.26
O 1.98 1.22 3.55 -0.55
O 1.62 -0.33 1.82 -0.56
F -1.65 -1.11 -4.73 0.15
C -0.38 -1.25 -4.30 -0.59
F -0.10 -2.56 -4.27 0.16
F 0.42 -0.69 -5.22 0.16
C -0.17 -0.61 -2.95 -0.09
C -1.15 0.16 -2.36 0.04
C -0.88 0.73 -1.13 -0.10
N 0.28 0.57 -0.51 -0.07
C 1.23 -0.19 -1.08 -0.10
C 1.04 -0.79 -2.30 0.04
H -2.11 0.31 -2.83 0.13
H -1.62 1.34 -0.63 0.11
H 2.14 -0.33 -0.52 0.11
H 1.83 -1.40 -2.73 0.14
F -1.88 2.16 1.55 0.01
C -1.10 1.48 2.45 -0.53
F -1.17 2.14 3.62 0.06
C -1.73 0.09 2.64 -0.62
F -1.72 -0.57 1.47 0.15
F -3.00 0.20 3.05 0.17
F -1.04 -0.60 3.53 0.18
```

Properties
DFT total energy in Ha: -2074.7320
Molecular weight in g mol⁻¹: 571.154
Kohn-Sham gap in Ha: 0.33617
Max |F| in eV/Å: 0.102

No. 5
ORCA calculation (ωB97M-V/def2-TZVPD) on a cluster of 8 separate species, C24H56IN2O7P2 in total in a non-equilibrium geometry.

Geometry as XYZ:
```
92
Properties=species:S:1:pos:R:3:lowdin_charge:R:1
C -3.88 1.12 -1.24 -0.12
C -2.39 0.98 -1.61 -0.24
C -1.69 -0.19 -0.89 -0.33
N -0.51 0.24 -0.12 -0.35
P -0.96 0.94 1.48 0.03
I 1.26 -0.02 2.52 0.07
P 0.12 2.86 0.91 0.49
N -0.85 4.13 0.75 -0.38
H -4.52 1.10 -2.12 0.06
H -4.21 0.30 -0.62 0.03
H -4.07 2.03 -0.68 0.06
H -1.90 1.88 -1.25 0.07
H -2.25 0.91 -2.68 0.09
H -2.39 -0.75 -0.27 0.08
H -1.31 -0.85 -1.66 0.08
H 0.01 -0.60 0.09 -0.03
H -1.22 1.49 2.79 -0.09
H -1.67 -0.26 1.88 -0.06
H -2.18 1.51 0.99 -0.04
H 1.13 3.11 1.88 -0.10
H 0.85 2.62 -0.28 -0.05
H -0.76 4.47 -0.20 -0.07
C -0.76 7.93 4.96 -0.04
C -1.63 7.10 4.03 -0.50
O -2.83 7.22 4.03 0.05
C -0.91 6.13 3.13 -0.05
H -1.39 8.59 5.55 0.07
H -0.20 7.28 5.63 0.08
H -0.06 8.53 4.38 0.07
H -0.33 5.43 3.74 0.09
H -0.22 6.68 2.49 0.07
H -1.60 5.57 2.51 0.04
C 2.81 5.97 2.02 -0.02
C 2.81 6.33 3.49 -0.49
O 1.95 7.01 3.98 0.05
C 3.95 5.78 4.32 -0.02
H 1.94 6.42 1.54 0.07
H 3.72 6.34 1.54 0.08
H 2.76 4.89 1.90 0.07
H 4.90 6.14 3.93 0.08
H 3.94 4.69 4.28 0.09
H 3.83 6.11 5.35 0.08
C 2.16 -2.61 6.33 -0.03
C 3.27 -2.85 5.33 -0.52
O 4.21 -2.10 5.23 0.06
C 3.14 -4.07 4.45 -0.03
H 2.37 -1.70 6.88 0.08
H 1.21 -2.50 5.81 0.08
H 2.10 -3.45 7.02 0.08
H 2.23 -4.01 3.86 0.08
H 3.12 -4.97 5.06 0.08
H 3.99 -4.12 3.77 0.08
C 2.95 -0.61 -1.56 -0.02
C 2.22 -1.60 -2.42 -0.48
O 1.01 -1.63 -2.47 0.06
C 3.06 -2.56 -3.22 -0.03
H 2.24 0.03 -1.03 0.05
H 3.56 -1.14 -0.82 0.09
H 3.60 0.02 -2.18 0.08
H 3.68 -3.17 -2.56 0.09
H 3.70 -2.01 -3.91 0.08
H 2.42 -3.22 -3.80 0.05
C -0.20 -4.82 -2.59 -0.01
C 0.64 -5.93 -2.01 -0.50
O 1.85 -5.86 -1.96 0.07
C -0.09 -7.15 -1.50 -0.03
H 0.44 -4.00 -2.91 0.05
H -0.77 -5.19 -3.44 0.09
H -0.89 -4.44 -1.83 0.09
H -0.66 -7.61 -2.31 0.08
H -0.78 -6.86 -0.70 0.08
H 0.62 -7.87 -1.11 0.08
C -7.63 -2.02 0.40 -0.02
C -6.49 -2.32 -0.56 -0.50
O -5.53 -1.60 -0.64 0.08
C -6.62 -3.57 -1.40 -0.03
H -7.41 -1.10 0.94 0.08
H -8.56 -1.90 -0.15 0.08
H -7.74 -2.83 1.12 0.08
H -7.52 -3.51 -2.02 0.08
H -6.70 -4.45 -0.75 0.08
H -5.75 -3.67 -2.03 0.08
C 1.39 -1.51 -7.34 -0.02
C 2.39 -2.64 -7.21 -0.50
O 2.32 -3.44 -6.31 0.07
C 3.48 -2.71 -8.25 -0.03
H 0.67 -1.57 -6.53 0.08
H 1.90 -0.55 -7.29 0.09
H 0.87 -1.59 -8.30 0.08
H 4.07 -1.80 -8.24 0.08
H 3.04 -2.84 -9.24 0.08
H 4.12 -3.56 -8.04 0.08
```

Properties
DFT total energy in Ha: -2564.6004
Molecular weight in g mol⁻¹: 673.571
Kohn-Sham gap in Ha: 0.22777
Max |F| in eV/Å: 2.171
Total charge: -1

No. 6
ORCA calculation (ωB97M-V/def2-TZVPD) on a cluster of 2 separate species, C30H54BBrClIN6O7PS3 in total in a non-equilibrium geometry.

Geometry as XYZ:
```
105
Properties=species:S:1:pos:R:3:mulliken_spin:R:1
C -0.06 0.01 3.39 0.00
C 0.31 -1.59 3.05 0.00
C -0.60 -2.65 3.97 0.00
N 1.29 -2.03 2.25 0.00
C 0.93 -2.00 0.74 0.00
Cl -0.90 -1.89 0.66 0.00
C 1.76 -0.65 0.23 0.00
C 0.98 0.76 0.27 0.00
C 0.86 1.52 -1.22 0.00
S -0.83 2.33 -1.31 0.00
C -2.14 1.19 -2.01 0.00
S -2.21 0.57 -3.59 0.00
N -3.28 0.80 -1.04 0.00
C -4.64 0.24 -1.47 0.00
C -5.60 -0.03 -0.14 0.00
N -4.67 0.43 1.00 0.00
C -3.30 0.90 0.49 0.00
O 1.59 -3.15 0.24 0.00
C 1.29 -3.82 -0.96 0.00
C 2.79 -4.44 -1.39 0.00
C 3.94 -3.28 -1.55 0.00
C 4.36 -3.00 -3.14 0.00
I 4.32 -0.88 -3.68 0.00
B 0.84 -3.02 -2.32 0.00
N 0.20 -1.62 -2.40 0.00
O 1.10 -3.59 -3.69 0.00
C 0.20 -5.08 -0.66 0.00
Br -1.45 -4.48 -1.71 0.00
O -0.06 -5.04 0.74 0.00
C -0.69 -6.12 1.42 0.00
O -1.11 -5.57 2.75 0.00
O 0.20 -7.26 1.83 0.00
C -2.03 -6.81 0.82 0.00
C -3.45 -6.03 1.19 0.00
O -4.07 -6.11 2.39 0.00
N -4.21 -5.21 0.13 0.00
C -4.22 -3.74 0.48 0.00
C -5.60 -5.82 0.13 0.00
P 0.65 -6.72 -1.49 0.00
S 2.11 -7.75 -0.76 0.00
H -0.32 0.11 4.54 0.00
H 0.91 0.61 3.13 0.00
H -0.99 0.28 2.73 0.00
H -1.51 -3.02 3.28 0.00
H 0.00 -3.59 4.31 0.00
H -1.11 -2.12 4.90 0.00
H 2.20 -0.78 -0.87 0.00
H 2.73 -0.55 0.92 0.00
H 1.64 1.51 0.92 0.00
H -0.09 0.79 0.72 0.00
H 1.65 2.42 -1.23 0.00
H 1.14 0.83 -2.11 0.00
H -5.05 0.01 -2.55 0.00
H -6.70 -0.43 -0.05 0.00
H -2.41 1.29 1.17 0.00
H 3.11 -5.08 -0.43 0.00
H 2.78 -5.05 -2.38 0.00
H 4.94 -3.75 -1.08 0.00
H 3.75 -2.29 -0.95 0.00
H 5.48 -3.38 -3.32 0.00
H 3.70 -3.69 -3.86 0.00
H 0.62 -1.14 -3.24 0.00
H -0.80 -1.76 -2.64 0.00
H 1.58 -2.87 -4.22 0.00
H -1.37 -6.40 3.29 0.00
H 0.04 -8.04 1.23 0.00
H -2.06 -7.00 -0.34 0.00
H -2.13 -7.88 1.32 0.00
H -3.94 -3.15 -0.52 0.00
H -3.40 -3.42 1.27 0.00
H -5.29 -3.34 0.78 0.00
H -5.59 -6.97 0.45 0.00
H -6.34 -5.26 0.86 0.00
H -6.01 -5.83 -0.99 0.00
H -0.47 -7.65 -1.66 0.00
H 1.04 -6.39 -2.87 0.00
C 2.14 9.45 0.58 0.01
C 2.33 8.22 -0.36 0.03
C 1.17 8.09 -1.39 0.02
C -0.10 7.44 -0.86 -0.02
C 0.22 6.13 -0.15 0.02
C 1.27 6.32 0.97 0.03
N 2.52 6.99 0.48 0.28
O 3.23 6.06 -0.29 0.64
C 0.61 7.12 2.13 0.02
C 1.57 4.93 1.62 -0.01
C 3.59 8.62 -1.21 -0.01
H 1.84 9.20 1.59 -0.01
H 3.08 10.00 0.71 0.00
H 1.40 10.15 0.18 0.00
H 1.50 7.49 -2.24 0.00
H 0.91 9.08 -1.80 0.00
H -0.63 8.13 -0.19 0.00
H -0.79 7.24 -1.69 0.00
H -0.71 5.71 0.26 0.00
H 0.57 5.40 -0.89 0.00
H 1.33 7.32 2.93 -0.01
H -0.22 6.55 2.57 0.00
H 0.17 8.07 1.81 0.00
H 1.91 4.18 0.90 0.00
H 0.66 4.51 2.08 0.00
H 2.32 5.02 2.41 0.00
H 4.50 8.67 -0.59 0.00
H 3.45 9.61 -1.67 0.00
H 3.79 7.93 -2.03 0.00
```

Properties
DFT total energy in Ha: -6922.6839
Spin multiplicity: 2
Expectation value of S²: 0.755
Molecular weight in g mol⁻¹: 991.045
Kohn-Sham gap in Ha: 0.23326
Max |F| in eV/Å: 8.404